# C41H66As3InN7P

A molecular structure, C41H66As3InN7P at a distorted geometry (wB97M-V/def2-TZVPD, the OMol25 dataset).

Geometry as XYZ:
```
119
Properties=species:S:1:pos:R:3
In 1.015 1.202 -0.317
C 0.668 -2.725 -3.307
C 0.399 -1.483 -2.747
N 1.267 -0.894 -1.964
C 2.485 -1.492 -1.843
C 2.711 -2.714 -2.417
N 1.788 -3.375 -3.115
C 3.503 -0.726 -1.126
C 4.736 -1.338 -0.951
C 5.733 -0.611 -0.269
C 5.474 0.719 0.127
C 4.204 1.240 -0.126
N 3.206 0.494 -0.628
C 3.884 2.674 0.132
C 4.836 3.661 0.030
N 4.499 4.979 -0.027
C 3.235 5.228 0.062
C 2.227 4.254 0.176
N 2.535 2.964 0.224
C 6.972 -1.314 0.082
C 7.552 -2.230 -0.791
C 8.828 -2.696 -0.560
N 9.575 -2.368 0.522
C 9.011 -1.536 1.378
C 7.726 -0.979 1.205
H -0.047 -3.226 -3.926
H -0.533 -1.010 -2.902
H 3.608 -3.273 -2.259
H 4.908 -2.332 -1.294
H 6.276 1.287 0.553
H 5.891 3.422 -0.008
H 2.925 6.274 0.023
H 1.178 4.501 0.196
H 7.101 -2.496 -1.709
H 9.295 -3.373 -1.238
H 9.612 -1.317 2.240
H 7.360 -0.264 1.920
C 1.013 0.726 3.416
As 0.571 -0.379 1.880
C 2.129 -1.511 2.008
C -1.044 -1.277 2.653
C -1.302 -2.836 2.804
C -0.004 -3.583 3.050
C -1.889 -3.426 1.527
As -0.762 -4.062 -0.019
C -1.086 -5.964 0.599
C -2.276 -4.122 -1.312
C -2.225 -3.086 4.020
As -4.001 -2.319 4.586
C -4.238 -0.742 3.497
C -5.213 -3.513 3.677
H 0.971 0.021 4.266
H 0.206 1.432 3.573
H 1.987 1.147 3.272
H 2.255 -1.881 2.990
H 2.992 -0.915 1.746
H 2.147 -2.388 1.339
H -1.912 -0.898 2.092
H -1.027 -0.805 3.624
H 0.617 -3.677 2.147
H -0.230 -4.606 3.356
H 0.568 -3.179 3.915
H -2.623 -2.750 1.073
H -2.501 -4.290 1.802
H -2.152 -6.028 0.704
H -0.634 -6.057 1.598
H -0.704 -6.684 -0.118
H -3.192 -4.139 -0.722
H -2.181 -5.005 -1.947
H -2.280 -3.233 -1.976
H -1.613 -2.915 4.874
H -2.400 -4.191 4.020
H -3.708 0.109 3.929
H -5.302 -0.512 3.632
H -4.001 -0.823 2.452
H -5.346 -4.425 4.307
H -4.914 -3.875 2.701
H -6.163 -2.935 3.716
C -1.345 4.425 0.270
C -2.441 3.389 -0.121
C -3.735 4.201 -0.458
C -2.694 2.482 1.145
P -1.836 2.436 -1.613
N -0.387 1.839 -1.445
C -3.012 0.980 -1.917
C -2.787 0.384 -3.335
C -2.696 -0.023 -0.766
C -4.509 1.223 -1.728
C -1.913 3.615 -3.089
C -1.281 4.974 -2.745
C -3.287 3.822 -3.688
C -1.038 2.960 -4.141
H -1.914 5.301 0.577
H -0.616 4.642 -0.523
H -0.799 4.060 1.108
H -3.989 4.643 0.463
H -4.514 3.538 -0.835
H -3.567 4.975 -1.187
H -2.708 3.132 2.010
H -1.912 1.691 1.291
H -3.639 1.976 1.086
H -1.769 0.140 -3.600
H -3.067 1.114 -4.079
H -3.404 -0.467 -3.441
H -1.730 0.138 -0.365
H -2.713 -1.024 -1.248
H -3.447 0.009 0.021
H -4.924 1.952 -2.404
H -4.733 1.494 -0.741
H -5.082 0.305 -1.829
H -1.889 5.595 -2.046
H -1.142 5.587 -3.634
H -0.306 4.843 -2.272
H -4.066 4.159 -3.050
H -3.679 2.930 -4.186
H -3.236 4.633 -4.446
H -0.347 2.324 -3.625
H -0.428 3.717 -4.650
H -1.597 2.356 -4.860
```

Summary:
Maximum force (eV/Å): 2.256
Multiplicity: 1
LUMO energy (Ha): -0.2360
Total charge: +2
ΔE to the lowest compared entry with this formula, charge and spin (kcal/mol): 43.9
HOMO energy (eV): -12.4

# C5H11N

A single C5H11N molecule (wB97M-V/def2-TZVPD, the OMol25 dataset).

Geometry as XYZ:
```
17
Properties=species:S:1:pos:R:3
C 2.346 -0.496 0.362
C 1.255 -0.380 -0.706
C -0.082 -0.222 -0.018
C -0.498 1.138 0.400
N -1.197 0.444 -0.672
C -2.517 -0.010 -0.253
H 2.316 0.370 1.035
H 2.201 -1.393 0.976
H 3.348 -0.548 -0.076
H 1.436 0.501 -1.334
H 1.274 -1.254 -1.369
H -0.352 -1.046 0.648
H 0.108 1.986 0.087
H -1.020 1.263 1.347
H -2.901 -0.774 -0.935
H -3.201 0.846 -0.266
H -2.517 -0.425 0.772
```

Summary:
Maximum force (eV/Å): 0.314
Multiplicity: 1
LUMO energy (Ha): 0.0450
Total charge: 0
ΔE to the lowest compared entry with this formula, charge and spin (kcal/mol): 28.0
HOMO energy (eV): -9.1

# C4H8O2

A single C4H8O2 molecule at a distorted geometry (wB97M-V/def2-TZVPD, the OMol25 dataset).

Geometry as XYZ:
```
14
Properties=species:S:1:pos:R:3
C 1.986 -0.295 -0.570
O 1.038 -0.124 0.461
C -0.213 0.392 0.136
C -1.427 -0.771 -0.281
C -0.714 1.251 1.255
O -1.892 1.461 1.438
H 2.889 -0.714 -0.110
H 1.623 -1.000 -1.329
H 2.239 0.661 -1.045
H -0.561 0.517 -0.873
H -1.762 -0.889 -1.348
H -0.952 -1.687 0.026
H -2.306 -0.468 0.283
H 0.051 1.666 1.957
```

Summary:
Maximum force (eV/Å): 3.256
Multiplicity: 1
LUMO energy (Ha): 0.0320
Total charge: 0
ΔE to the lowest compared entry with this formula, charge and spin (kcal/mol): 79.2
HOMO energy (eV): -9.3